[1]
C24H22Cl3N4O7OsS5 as an isolated structure, computed with ωB97M-V/def2-TZVPD.

```
66
Properties=species:S:1:pos:R:3:mulliken_charge:R:1
Os 1.270 -0.212 -0.441 1.846
O 4.267 -0.580 4.579 -0.531
C 2.991 -0.808 4.831 0.446
O 2.555 -0.933 5.942 -0.552
C 2.069 -0.921 3.652 0.015
C 0.720 -1.239 3.728 0.105
Cl -0.242 -1.639 5.050 -0.091
N 0.198 -1.234 2.478 0.825
N 1.169 -0.939 1.588 -0.705
C 2.286 -0.751 2.279 0.298
C 3.496 -0.464 1.447 1.024
O 4.601 -0.367 1.938 -0.820
O 3.233 -0.388 0.180 -0.677
C -1.074 -1.771 2.080 -1.130
C -1.100 -3.038 1.520 -0.090
C -2.321 -3.593 1.173 -0.865
C -3.495 -2.889 1.406 -0.509
C -3.453 -1.633 1.995 -0.882
C -2.235 -1.064 2.336 0.036
H 4.473 -0.492 3.616 0.424
H -0.172 -3.584 1.397 0.774
H -2.362 -4.584 0.741 0.465
H -4.447 -3.329 1.143 0.456
H -4.370 -1.097 2.200 0.507
H -2.184 -0.096 2.815 0.547
Cl 0.303 -4.208 -3.162 -0.091
C 0.094 -3.411 -1.625 0.377
Cl 1.612 -2.508 -1.169 -0.102
H -0.038 -4.155 -0.850 0.415
H -0.706 -2.678 -1.647 -0.349
C -1.419 2.571 2.749 -0.997
C -1.238 3.439 1.513 -1.512
C -1.413 2.682 0.186 2.553
C -1.170 3.659 -1.003 -1.296
C -1.265 3.026 -2.386 -1.016
C -2.829 2.136 0.050 -0.271
O -3.798 2.800 0.305 -0.585
N -2.969 0.847 -0.454 0.367
C -1.971 -0.067 -0.726 -0.955
O -2.192 -1.154 -1.199 -0.625
N -0.688 0.359 -0.399 0.594
C -0.416 1.587 0.056 0.257
O 0.822 1.734 0.281 -0.993
H -1.275 3.162 3.652 0.581
H -0.692 1.754 2.779 0.062
H -2.428 2.155 2.793 0.252
H -0.245 3.888 1.505 0.523
H -1.968 4.248 1.511 0.518
H -0.185 4.102 -0.852 0.517
H -1.910 4.453 -0.896 0.484
H -0.537 2.218 -2.518 0.066
H -1.061 3.773 -3.151 0.527
H -2.258 2.621 -2.584 0.275
H -3.916 0.534 -0.629 0.320
C 4.815 0.487 -3.676 -0.810
S 3.896 0.418 -5.230 -0.043
C 2.305 -0.132 -4.876 0.479
C 1.569 -0.147 -3.701 -0.061
S 2.041 0.639 -2.276 -0.337
S -0.043 -0.823 -3.801 0.225
C -0.028 -1.190 -5.498 -0.059
S -1.256 -1.859 -6.301 -0.117
S 1.501 -0.787 -6.260 -0.108
H 5.857 0.436 -3.989 0.412
H 4.587 -0.377 -3.054 0.287
H 4.639 1.413 -3.140 0.319
```

**Frontier orbital gap (spin up / spin down)**: 0.190 / 0.191 Ha
**HOMO level (spin up / spin down)**: -11.24 / -11.24 eV
**2S+1**: 1
**Charge**: +1
**Maximum force**: 0.24 eV/A

***

[2]
C24H22Co2NO7 as an isolated structure in a non-equilibrium geometry, computed with ωB97M-V/def2-TZVPD.

```
56
Properties=species:S:1:pos:R:3:mulliken_charge:R:1
C 3.367 -2.189 -0.251 -0.753
C 2.492 -3.161 0.590 -0.738
C 1.372 -2.326 1.284 0.709
C 1.735 -0.887 0.964 -0.454
N 1.128 0.157 1.495 0.353
C 0.082 -0.059 2.516 -0.004
C -0.732 1.192 2.786 -0.814
O 0.085 2.352 2.946 -0.359
C 0.786 2.650 1.733 -0.731
C 1.688 1.518 1.246 -0.459
C 2.905 -0.748 0.064 -0.696
H 4.432 -2.322 0.004 0.296
H 3.236 -2.405 -1.318 0.278
H 2.078 -3.999 0.025 0.287
H 3.131 -3.585 1.380 0.410
H 1.546 -2.457 2.372 0.430
H -0.635 -0.814 2.179 0.011
H 0.528 -0.433 3.461 0.266
H -1.464 1.315 1.964 0.342
H -1.262 1.092 3.743 0.345
H 0.081 2.908 0.917 0.350
H 1.401 3.524 1.993 0.322
H 2.670 1.621 1.745 0.346
H 1.842 1.649 0.166 0.301
H 3.723 -0.177 0.542 0.274
H 2.636 -0.198 -0.856 0.301
O -5.475 -5.510 -0.453 -0.497
C -4.493 -4.919 -0.281 0.185
Co -3.183 -3.792 -0.018 0.199
C -3.740 -2.687 -1.255 -0.048
O -4.181 -1.999 -2.074 -0.451
C -3.831 -3.011 1.405 0.268
O -4.363 -2.494 2.292 -0.490
C -1.217 -4.192 -0.813 -0.021
C -1.170 -4.368 -2.272 0.871
C -2.244 -5.019 -2.909 -0.109
C -2.216 -5.249 -4.283 -0.952
C -1.132 -4.815 -5.042 -0.418
C -0.060 -4.147 -4.424 -0.620
C -0.079 -3.924 -3.043 -0.438
C -0.395 -3.884 0.214 -0.863
C -0.019 -2.674 0.993 0.478
Co -1.327 -5.395 0.586 -0.125
C -2.443 -6.670 0.042 0.223
O -3.087 -7.594 -0.211 -0.436
C -2.215 -5.015 2.108 -0.130
O -2.558 -5.001 3.216 -0.431
C -0.072 -6.542 0.999 -0.172
O 0.743 -7.312 1.291 -0.463
H -3.098 -5.346 -2.307 0.189
H -3.063 -5.769 -4.736 0.364
H -1.116 -4.990 -6.114 0.351
H 0.785 -3.800 -5.010 0.389
H 0.743 -3.400 -2.543 0.378
H -0.545 -2.825 1.965 0.601
H -0.548 -1.818 0.501 0.557
```

**Frontier orbital gap**: 0.121 Ha
**HOMO level**: -1.42 eV
**2S+1**: 1
**Charge**: -1
**ΔE to the lowest compared entry with this formula, charge and spin**: 74.6 kcal/mol
**Maximum force**: 5.16 eV/A

***

[3]
C24H22FN5O5S as an isolated structure, computed with ωB97M-V/def2-TZVPD.

```
58
Properties=species:S:1:pos:R:3:mulliken_charge:R:1
C 3.742 3.954 1.086 -1.291
C 2.301 3.930 0.720 0.554
C 1.264 4.745 1.052 -0.979
C 0.112 4.213 0.417 -0.560
C 0.529 3.110 -0.259 -0.429
O 1.863 2.935 -0.088 -0.286
C -0.169 2.128 -1.145 0.856
N 0.352 0.783 -0.901 0.240
C 0.526 0.350 0.371 1.131
O 0.114 0.958 1.354 -0.783
C 1.298 -0.889 0.516 -0.387
C 2.581 -1.149 0.062 -0.163
N 3.344 -0.350 -0.734 -0.314
H 3.177 0.643 -0.694 0.184
H 4.308 -0.659 -0.804 0.308
C 2.983 -2.444 0.508 0.343
N 2.096 -3.091 1.236 -0.709
S 0.752 -2.222 1.467 0.053
C 4.315 -3.019 0.231 0.413
O 5.189 -2.395 -0.352 -0.720
N 4.476 -4.273 0.691 -0.343
H 3.721 -4.715 1.187 0.244
H 5.359 -4.741 0.573 0.241
C 0.502 -0.108 -2.046 -1.129
C -0.176 -1.420 -1.821 -0.232
C -1.473 -1.722 -1.524 0.326
C -1.526 -3.131 -1.388 -0.705
C -0.262 -3.576 -1.615 -0.829
O 0.563 -2.549 -1.877 -0.385
H 0.164 -4.560 -1.620 0.532
H -2.385 -3.725 -1.157 0.513
H -2.283 -1.030 -1.424 0.859
H 1.561 -0.290 -2.264 0.448
H 0.044 0.391 -2.903 0.699
C -1.709 2.129 -1.001 -0.264
O -2.430 2.165 -1.976 -0.723
N -2.125 2.058 0.270 0.066
H -1.412 1.886 0.977 0.331
C -3.500 1.759 0.611 -1.211
C -3.708 0.269 0.746 0.250
C -4.676 -0.385 -0.004 -0.455
C -4.837 -1.756 0.088 -0.475
C -4.006 -2.465 0.934 0.284
C -3.029 -1.844 1.690 -0.615
C -2.890 -0.472 1.595 -0.058
H -2.128 0.023 2.178 0.534
H -2.393 -2.429 2.335 0.520
F -4.146 -3.807 1.018 -0.407
H -5.585 -2.274 -0.491 0.428
H -5.306 0.182 -0.674 0.370
H -3.737 2.264 1.553 0.346
H -4.134 2.157 -0.184 0.473
H 0.052 2.370 -2.192 0.870
H -0.885 4.600 0.459 0.618
H 1.306 5.614 1.675 0.477
H 4.004 3.064 1.657 0.288
H 3.950 4.833 1.687 0.368
H 4.364 3.977 0.192 0.287
```

**Frontier orbital gap**: 0.305 Ha
**HOMO level**: -8.28 eV
**2S+1**: 1
**ΔE to the lowest compared entry with this formula, charge and spin**: 28.3 kcal/mol
**Maximum force**: 0.95 eV/A

***

[4]
C24H22GeNO4SSc as an isolated structure in a non-equilibrium geometry, computed with ωB97M-V/def2-TZVPD.

```
54
Properties=species:S:1:pos:R:3:mulliken_charge:R:1
Sc -1.386 -1.051 -1.055 0.168
O 1.812 -0.606 0.529 -0.471
S 0.758 -1.672 0.278 1.046
O 1.124 -2.917 0.845 -0.556
O 0.516 -1.697 -1.209 -0.534
O -0.555 -1.109 0.789 -0.400
C -2.431 0.861 -2.375 -0.764
C -1.140 0.711 -2.952 -0.823
C -0.016 0.923 -2.168 -0.096
C -0.129 1.272 -0.809 -0.006
C -1.430 1.501 -0.268 0.146
C -2.553 1.303 -1.043 -0.880
Ge 1.444 1.254 0.313 1.473
C 2.967 1.850 -0.640 0.024
C 2.831 2.826 -1.627 -0.334
C 3.941 3.243 -2.350 -0.737
C 5.185 2.683 -2.090 -0.445
C 5.327 1.718 -1.102 -0.715
C 4.223 1.302 -0.374 -0.349
C 1.168 1.896 2.069 0.217
C 0.202 1.348 2.916 0.016
C 0.052 1.846 4.202 -0.894
C 0.861 2.884 4.647 -0.447
C 1.828 3.425 3.812 -0.716
C 1.985 2.931 2.524 -0.371
H -3.314 0.738 -2.987 0.516
H -1.031 0.497 -4.005 0.466
H 0.965 0.792 -2.607 0.499
H -1.535 1.858 0.747 0.526
H -3.533 1.511 -0.634 0.553
H 1.865 3.274 -1.832 0.448
H 3.836 4.002 -3.114 0.409
H 6.048 3.001 -2.660 0.403
H 6.300 1.290 -0.898 0.408
H 4.342 0.544 0.391 0.418
H -0.415 0.517 2.589 0.460
H -0.690 1.418 4.863 0.418
H 0.742 3.267 5.652 0.396
H 2.466 4.225 4.166 0.405
H 2.745 3.355 1.877 0.387
N -3.372 -1.704 -0.201 -0.292
C -3.303 -3.162 -0.333 0.822
C -2.165 -3.729 -0.894 -0.385
C -2.014 -5.106 -0.941 -0.974
C -3.028 -5.920 -0.468 -0.489
C -4.189 -5.354 0.044 -0.593
C -4.325 -3.976 0.121 -0.496
H -3.054 -1.467 0.740 0.355
H -4.336 -1.391 -0.249 0.355
H -1.356 -3.150 -1.317 0.770
H -1.112 -5.534 -1.357 0.440
H -2.915 -6.996 -0.503 0.417
H -4.989 -5.989 0.402 0.403
H -5.219 -3.535 0.545 0.401
```

**<S²>**: 0.752
**Frontier orbital gap (spin up / spin down)**: 0.234 / 0.321 Ha
**HOMO level (spin up / spin down)**: -9.31 / -11.97 eV
**2S+1**: 2
**Charge**: +1
**Maximum force**: 3.73 eV/A

***

[5]
One molecule with the formula C24H22N2O4S, computed with ωB97M-V/def2-TZVPD.

```
53
Properties=species:S:1:pos:R:3:mulliken_charge:R:1
O -3.257 -0.194 3.450 -0.582
C -2.928 -0.259 2.293 0.154
C -3.172 0.823 1.310 0.840
C -2.980 2.141 1.720 -0.539
C -3.139 3.178 0.821 -0.619
C -3.513 2.910 -0.486 -0.471
C -3.741 1.604 -0.889 -0.681
C -3.568 0.559 0.000 -0.161
H -3.772 -0.453 -0.315 0.492
H -4.053 1.397 -1.902 0.438
H -3.637 3.720 -1.189 0.411
H -2.975 4.196 1.140 0.419
H -2.687 2.330 2.742 0.464
C -2.175 -1.479 1.756 -1.056
N -1.258 -1.148 0.690 0.085
C -0.262 -0.241 0.894 0.911
C 0.584 0.197 -0.102 -0.473
C 1.538 1.150 0.380 -0.290
C 1.389 1.402 1.705 0.802
S 0.084 0.479 2.419 -0.372
C 2.202 2.315 2.555 -1.014
H 1.812 2.288 3.574 0.466
C 3.685 1.927 2.567 -0.680
C 4.422 2.292 1.280 -0.658
C 4.011 1.479 0.053 -0.794
H 4.716 1.700 -0.751 0.377
H 4.089 0.413 0.276 0.392
C 2.600 1.786 -0.458 -0.994
H 2.494 1.415 -1.477 0.424
H 2.451 2.869 -0.471 0.378
H 4.273 3.354 1.071 0.298
H 5.491 2.140 1.447 0.324
H 3.776 0.855 2.752 0.352
H 4.166 2.450 3.397 0.380
H 2.105 3.340 2.185 0.305
C 0.426 -0.322 -1.442 0.767
O 1.080 -0.009 -2.415 -0.713
N -0.601 -1.269 -1.556 0.117
C -1.452 -1.699 -0.565 0.496
O -2.337 -2.501 -0.767 -0.673
C -0.795 -1.897 -2.859 -1.107
C -0.332 -3.317 -2.837 0.288
C 0.768 -3.895 -2.273 -0.200
C 0.673 -5.279 -2.558 -0.647
C -0.474 -5.433 -3.271 -0.481
O -1.089 -4.251 -3.442 -0.366
H -0.944 -6.296 -3.699 0.467
H 1.364 -6.044 -2.270 0.432
H 1.547 -3.397 -1.732 0.566
H -1.856 -1.877 -3.118 0.305
H -0.218 -1.302 -3.574 0.573
H -2.893 -2.200 1.350 0.518
H -1.640 -1.947 2.590 0.328
```

**Frontier orbital gap**: 0.309 Ha
**SMILES**: O=C(Cn1c(=O)n(Cc2ccco2)c(=O)c2c3c(sc21)CCCCC3)c1ccccc1
**HOMO level**: -8.27 eV
**2S+1**: 1
**ΔE to the lowest compared entry with this formula, charge and spin**: 0.0 kcal/mol
**Maximum force**: 0.93 eV/A

***

[6]
C24H22N3O2Pd as an isolated structure in a non-equilibrium geometry, computed with ωB97M-V/def2-TZVPD.

```
52
Properties=species:S:1:pos:R:3:mulliken_charge:R:1
Pd 0.931 0.213 -0.005 0.399
C -0.088 4.045 2.164 -0.437
O 0.253 2.967 3.098 -0.410
C 0.604 1.936 2.352 0.303
N 0.637 2.067 1.072 -0.090
C 0.138 3.425 0.765 -0.153
C -1.100 3.431 -0.098 0.028
C -1.861 2.294 -0.328 -0.008
C -3.012 2.363 -1.104 -0.820
C -3.414 3.570 -1.651 -0.438
C -2.660 4.714 -1.417 -0.636
C -1.511 4.643 -0.649 -0.414
C 0.917 0.648 3.044 0.287
C 1.281 0.428 4.363 -0.664
C 1.630 -0.877 4.708 -0.419
C 1.661 -1.897 3.756 -0.504
C 1.281 -1.561 2.468 0.155
N 0.871 -0.344 2.181 -0.292
C 1.335 -2.378 1.218 0.421
N 1.246 -1.867 0.042 0.125
C 1.325 -2.983 -0.928 0.049
C 1.439 -4.226 -0.016 -0.581
O 1.496 -3.680 1.341 -0.395
C 0.172 -3.059 -1.902 0.060
C -0.675 -1.990 -2.150 0.039
C -1.690 -2.100 -3.093 -0.794
C -1.865 -3.278 -3.800 -0.463
C -1.015 -4.351 -3.562 -0.748
C -0.004 -4.240 -2.622 -0.476
H 0.558 4.889 2.386 0.323
H -1.127 4.307 2.344 0.355
H 0.936 3.952 0.240 0.528
H -1.575 1.347 0.111 0.455
H -3.597 1.468 -1.273 0.422
H -4.311 3.623 -2.253 0.402
H -2.965 5.662 -1.842 0.390
H -0.921 5.540 -0.484 0.408
H 1.305 1.237 5.079 0.531
H 1.921 -1.095 5.727 0.453
H 1.981 -2.900 4.002 0.516
H 2.251 -2.842 -1.491 0.408
H 2.341 -4.813 -0.166 0.310
H 0.562 -4.865 -0.070 0.422
H -0.556 -1.059 -1.610 0.397
H -2.345 -1.257 -3.273 0.451
H -2.654 -3.361 -4.536 0.400
H -1.139 -5.276 -4.110 0.386
H 0.654 -5.087 -2.459 0.437
C 2.413 0.610 -1.252 -0.961
H 2.094 0.341 -2.257 0.280
H 3.230 -0.010 -0.892 0.225
H 2.621 1.673 -1.167 0.334
```

**Frontier orbital gap (spin up / spin down)**: 0.291 / 0.291 Ha
**HOMO level (spin up / spin down)**: -11.33 / -11.34 eV
**2S+1**: 1
**Charge**: +1
**Maximum force**: 1.40 eV/A

***

[7]
A 2-piece molecular cluster, C24H22N4 overall in a non-equilibrium geometry, computed with ωB97M-V/def2-TZVPD.

```
50
Properties=species:S:1:pos:R:3:mulliken_charge:R:1
C 1.193 4.029 -1.947 -1.885
C 2.087 3.053 -1.302 -0.279
N 3.212 2.587 -1.894 0.246
C 3.564 2.871 -3.273 -0.944
C 3.943 1.782 -1.020 0.146
C 3.261 1.794 0.227 1.382
C 3.896 1.241 1.323 -0.079
C 5.106 0.560 1.140 -0.867
C 5.773 0.574 -0.109 -0.693
C 5.196 1.221 -1.220 -1.122
C 2.017 2.524 0.013 1.272
C 0.861 2.482 0.791 -0.472
C 0.902 2.012 2.129 0.106
C 0.684 2.791 3.292 -0.218
C 0.505 4.251 3.438 -1.749
N 0.756 1.980 4.367 0.189
C 0.573 2.433 5.730 -0.959
C 0.947 0.650 3.990 -0.282
C 1.076 0.635 2.578 1.382
C 1.356 -0.595 1.983 0.392
C 1.495 -1.735 2.781 -1.232
C 1.229 -1.707 4.159 -0.656
C 0.977 -0.485 4.789 -1.096
H 0.525 4.424 -1.170 0.342
H 1.827 4.841 -2.338 0.537
H 0.568 3.627 -2.764 0.338
H 4.485 2.330 -3.486 0.339
H 2.754 2.526 -3.939 0.315
H 3.728 3.951 -3.451 0.283
H 3.508 1.403 2.320 0.489
H 5.582 0.031 1.981 0.384
H 6.732 0.071 -0.228 0.385
H 5.697 1.329 -2.190 0.226
H -0.050 2.976 0.408 0.768
H 0.493 4.690 2.435 0.398
H -0.431 4.504 3.960 0.385
H 1.361 4.659 3.996 0.353
H 0.549 1.547 6.370 0.352
H 1.390 3.097 6.064 0.277
H -0.378 2.988 5.799 0.300
H 1.507 -0.671 0.908 0.348
H 1.843 -2.674 2.326 0.365
H 1.181 -2.639 4.727 0.398
H 0.818 -0.387 5.865 0.244
C -0.203 0.886 -0.353 0.095
C -0.442 1.320 -1.696 0.251
N -0.544 1.608 -2.848 -0.709
C -1.385 0.824 0.441 0.426
N -2.344 0.759 1.117 -0.695
H 0.358 -0.061 -0.386 0.224
```

**Frontier orbital gap**: 0.255 Ha
**HOMO level**: -7.37 eV
**2S+1**: 1
**Maximum force**: 4.12 eV/A

***

[8]
C24H23AsN3O4PbS5SbTe as an isolated structure, computed with ωB97M-V/def2-TZVPD.

```
63
Properties=species:S:1:pos:R:3:mulliken_charge:R:1
Pb 0.107 0.958 0.050 1.288
C -1.714 2.154 -3.423 -1.101
C -1.528 0.722 -3.788 0.546
C -1.745 0.261 -5.086 -0.700
C -1.588 -1.078 -5.359 -0.418
C -1.216 -1.930 -4.333 -0.802
C -0.988 -1.398 -3.063 -0.137
N -1.144 -0.104 -2.802 0.462
Sb -0.431 -2.851 -1.563 0.761
C -1.593 -2.157 0.123 0.326
C -1.849 -3.081 1.123 -0.907
C -2.645 -2.701 2.195 -0.647
C -3.201 -1.437 2.195 -0.554
C -2.912 -0.566 1.148 0.261
C -3.473 0.829 1.108 -1.035
N -2.112 -0.925 0.141 0.046
C 1.582 -2.196 -1.104 0.312
C 2.430 -3.172 -0.601 -0.713
C 3.764 -2.853 -0.410 -0.485
C 4.207 -1.591 -0.748 -0.490
C 3.299 -0.660 -1.246 0.600
C 3.708 0.732 -1.621 -1.245
N 2.010 -0.969 -1.413 -0.057
H -2.211 2.708 -4.220 0.371
H -2.294 2.234 -2.505 0.224
H -0.755 2.625 -3.207 0.183
H -2.036 0.958 -5.861 0.370
H -1.762 -1.461 -6.359 0.370
H -1.102 -2.993 -4.505 0.347
H -1.388 -4.061 1.100 0.400
H -2.798 -3.362 3.039 0.661
H -3.801 -1.107 3.033 0.362
H -3.767 1.156 2.105 0.352
H -2.749 1.545 0.716 0.086
H -4.351 0.860 0.457 0.303
H 2.051 -4.157 -0.357 0.347
H 4.451 -3.579 0.006 0.388
H 5.240 -1.311 -0.602 0.315
H 4.793 0.832 -1.623 0.384
H 3.310 0.988 -2.603 0.296
H 3.287 1.462 -0.921 0.180
S -3.011 -2.731 5.464 -0.571
As -1.062 -1.987 5.210 0.344
S 1.604 0.439 3.518 -0.247
S -0.243 0.249 2.661 -0.395
S 0.116 -3.381 4.137 -0.523
O 0.897 3.880 -1.614 -0.707
S 0.717 3.786 -0.164 0.934
O 0.884 5.036 0.541 -0.695
O -0.660 3.170 0.121 -0.723
O 1.656 2.713 0.379 -0.642
Te 2.768 -1.680 3.500 0.287
C 4.627 -0.674 3.011 -0.014
C 4.770 0.653 2.608 0.101
C 6.019 1.166 2.279 -0.586
C 7.153 0.366 2.337 -0.387
C 7.026 -0.957 2.745 -0.561
C 5.779 -1.462 3.084 -0.579
H 3.897 1.291 2.529 0.333
H 6.099 2.200 1.965 0.380
H 8.124 0.767 2.068 0.357
H 7.903 -1.594 2.803 0.348
H 5.698 -2.495 3.412 0.297
```

**Frontier orbital gap**: 0.221 Ha
**HOMO level**: -2.08 eV
**2S+1**: 1
**Charge**: -2
**Maximum force**: 0.50 eV/A